# 1
This record from OMol25 describes an isolated molecule of C20H25N3O4S in a non-equilibrium geometry. The level of theory is ωB97M-V with the def2-TZVPD basis set.

Bonds (Å) are listed after each position.
Positions of all 53 atoms, in Å:
1 C -3.6293 0.2560 1.8456  H2 1.096, O3 1.408, H52 1.089, H53 1.096
2 H -4.5790 -0.0663 2.2876  C1 1.096
3 O -3.3425 1.5923 2.1826  C1 1.408, C4 1.411
4 C -4.3168 2.4977 1.7118  O3 1.411, H5 1.093, C6 1.534, H51 1.098
5 H -4.1145 3.4554 2.1992  C4 1.093
6 C -4.3160 2.6718 0.1879  C4 1.534, O7 1.218, N8 1.348
7 O -5.3205 2.4483 -0.4637  C6 1.218
8 N -3.1709 3.0997 -0.3807  C6 1.348, C9 1.443, C16 1.454
9 C -1.9058 3.3115 0.2804  N8 1.443, H10 1.095, C11 1.537, H50 1.087
10 H -1.4860 4.2450 -0.1086  C9 1.095
11 C -0.9560 2.1383 -0.0084  C9 1.537, H12 1.089, H13 1.091, C14 1.540
12 H -1.0651 1.3787 0.7648  C11 1.089
13 H 0.0779 2.4869 0.0069  C11 1.091
14 C -1.2510 1.5437 -1.3978  C11 1.540, C15 1.530, O21 1.416, H49 1.099
15 C -1.7457 2.6513 -2.3300  C14 1.530, C16 1.531, H19 1.090, H20 1.091
16 C -3.0940 3.1773 -1.8306  N8 1.454, C15 1.531, H17 1.096, H18 1.093
17 H -3.2399 4.2152 -2.1507  C16 1.096
18 H -3.9220 2.5824 -2.2244  C16 1.093
19 H -1.8489 2.2574 -3.3405  C15 1.090
20 H -0.9951 3.4419 -2.3569  C15 1.091
21 O -0.0850 0.9955 -1.9842  C14 1.416, C22 1.360
22 C 0.4064 -0.1949 -1.5483  O21 1.360, C23 1.391, C27 1.397
23 C -0.1881 -1.0232 -0.6021  C22 1.391, C24 1.384, H48 1.078
24 C 0.4275 -2.2072 -0.2335  C23 1.384, C25 1.387, H47 1.081
25 C 1.6422 -2.5810 -0.7878  C24 1.387, C26 1.392, C30 1.496
26 C 2.2108 -1.7763 -1.7714  C25 1.392, C27 1.377, H29 1.079
27 C 1.6069 -0.5953 -2.1403  C22 1.397, C26 1.377, H28 1.079
28 H 2.0453 0.0443 -2.8900  C27 1.079
29 H 3.1400 -2.0794 -2.2295  C26 1.079
30 C 2.3392 -3.8480 -0.4039  C25 1.496, O31 1.215, N32 1.361
31 O 2.4449 -4.7854 -1.1694  C30 1.215
32 N 2.8502 -3.8725 0.8568  C30 1.361, C33 1.445, C37 1.448
33 C 3.6601 -4.9979 1.2647  N32 1.445, H34 1.088, H35 1.092, H36 1.092
34 H 3.6099 -5.7424 0.4723  C33 1.088
35 H 4.6983 -4.6903 1.4051  C33 1.092
36 H 3.2755 -5.4273 2.1918  C33 1.092
37 C 2.8100 -2.7271 1.7424  N32 1.448, C38 1.493, H45 1.095, H46 1.095
38 C 3.4315 -1.5138 1.1326  C37 1.493, N39 1.282, S42 1.756
39 N 4.5543 -1.4987 0.5131  C38 1.282, C40 1.351
40 C 4.8729 -0.2669 0.0575  N39 1.351, C41 1.357, H44 1.074
41 C 3.9714 0.7062 0.3458  C40 1.357, S42 1.718, H43 1.070
42 S 2.6479 0.0545 1.2268  C38 1.756, C41 1.718
43 H 4.0053 1.7482 0.1027  C41 1.070
44 H 5.7915 -0.1340 -0.4835  C40 1.074
45 H 1.7816 -2.4901 2.0356  C37 1.095
46 H 3.3660 -2.9947 2.6464  C37 1.095
47 H -0.0541 -2.8471 0.4923  C24 1.081
48 H -1.1291 -0.7650 -0.1432  C23 1.078
49 H -2.0338 0.7747 -1.3313  C14 1.099
50 H -2.0454 3.4158 1.3536  C9 1.087
51 H -5.3249 2.1640 1.9928  C4 1.098
52 H -2.8183 -0.3466 2.2513  C1 1.089
53 H -3.6895 0.1172 0.7601  C1 1.096

---

# 2
This record from OMol25 describes an isolated molecule of C20H25NO4 in a non-equilibrium geometry. The level of theory is ωB97M-V with the def2-TZVPD basis set.

Bonds (Å) are listed after each position.
Positions of all 50 atoms, in Å:
1 O -3.8099 -2.2455 -2.8804  C5 1.221
2 O 1.0588 2.8844 3.4150  C6 1.220
3 O -1.9096 -3.4717 -2.6683  C5 1.352, C11 1.380
4 O 0.6967 4.9817 2.5916  C6 1.331, C20 1.450
5 C -2.6245 -2.3265 -2.6002  O1 1.221, O3 1.352, C7 1.460
6 C 0.5290 3.6622 2.6389  O2 1.220, O4 1.331, C25 1.533
7 C -1.9663 -1.0728 -2.2425  C5 1.460, C8 1.374, H26 1.074
8 C -0.6794 -1.0380 -1.7631  C7 1.374, C12 1.475, C18 1.552
9 C 1.3601 -2.4499 -1.2611  C10 1.365, C12 1.411, H27 1.079
10 C 1.9639 -3.6714 -1.1885  C9 1.365, C13 1.386, H28 1.087
11 C -0.6269 -3.5070 -2.1605  O3 1.380, C12 1.419, C14 1.419
12 C 0.0309 -2.3298 -1.7201  C8 1.475, C9 1.411, C11 1.419
13 C 1.3410 -4.8276 -1.6325  C10 1.386, C14 1.400, C16 1.504
14 C 0.0450 -4.7573 -2.1570  C11 1.419, C13 1.400, C17 1.492
15 N -0.9608 1.3097 -0.7604  C18 1.507, C21 1.460, C22 1.486
16 C 2.0355 -6.1428 -1.4114  C13 1.504, H29 1.110, H30 1.119, H31 1.090
17 C -0.7067 -5.9266 -2.6997  C14 1.492, H32 1.109, H33 1.108, H34 1.067
18 C 0.0014 0.2610 -1.2553  C8 1.552, N15 1.507, H35 1.071, H36 1.088
19 C 0.4431 5.8309 4.9052  C20 1.565, H37 1.082, H38 1.078, H39 1.092
20 C 1.3990 5.6285 3.6832  O4 1.450, C19 1.565, H40 1.100, H41 1.119
21 C -1.6308 1.0783 0.5163  N15 1.460, C23 1.543, H42 1.104, H43 1.113
22 C -0.5438 2.7183 -0.9846  N15 1.486, C24 1.571, H44 1.085, H45 1.089
23 C -0.7995 1.6425 1.6880  C21 1.543, C25 1.541, H46 1.093, H47 1.069
24 C 0.3133 3.2716 0.2103  C22 1.571, C25 1.515, H48 1.096, H49 1.121
25 C -0.3953 3.1222 1.5416  C6 1.533, C23 1.541, C24 1.515, H50 1.097
26 H -2.5897 -0.2027 -2.3286  C7 1.074
27 H 1.9316 -1.5803 -0.9775  C9 1.079
28 H 2.9589 -3.7290 -0.7542  C10 1.087
29 H 3.0449 -6.0123 -0.9683  C16 1.110
30 H 1.4320 -6.7719 -0.7104  C16 1.119
31 H 2.0539 -6.6540 -2.3740  C16 1.090
32 H -1.0267 -5.7366 -3.7448  C17 1.109
33 H -1.6009 -6.0674 -2.0603  C17 1.108
34 H -0.1190 -6.8172 -2.6785  C17 1.067
35 H 0.6275 0.6487 -2.0329  C18 1.071
36 H 0.6125 -0.0358 -0.4052  C18 1.088
37 H -0.4445 6.3524 4.5715  C19 1.082
38 H 0.9412 6.4003 5.6737  C19 1.078
39 H 0.1127 4.8743 5.3159  C19 1.092
40 H 1.7485 6.6001 3.3032  C20 1.100
41 H 2.3078 5.0620 4.0095  C20 1.119
42 H -2.5864 1.6306 0.4818  C21 1.104
43 H -1.8543 -0.0040 0.6485  C21 1.113
44 H -1.4105 3.3615 -1.0996  C22 1.085
45 H 0.0337 2.7516 -1.9069  C22 1.089
46 H -1.3391 1.4721 2.6230  C23 1.093
47 H 0.0821 1.0444 1.7796  C23 1.069
48 H 1.2518 2.7068 0.2495  C24 1.096
49 H 0.5733 4.3475 0.0304  C24 1.121
50 H -1.3057 3.7350 1.5501  C25 1.097

---

# 3
This record from OMol25 describes an isolated molecule of C20H25NO4. The level of theory is ωB97M-V with the def2-TZVPD basis set.

Bonds (Å) are listed after each position.
Positions of all 50 atoms, in Å:
1 C 1.1096 -2.6102 -3.5474  H2 1.095, O3 1.406, H49 1.089, H50 1.095
2 H 0.8374 -2.3575 -4.5775  C1 1.095
3 O -0.0232 -2.9050 -2.7692  C1 1.406, C4 1.363
4 C -0.9511 -1.9257 -2.5752  O3 1.363, C5 1.396, C9 1.390
5 C -2.0251 -2.2601 -1.7482  C4 1.396, C6 1.379, H48 1.079
6 C -3.0142 -1.3377 -1.4814  C5 1.379, C7 1.391, H47 1.081
7 C -2.9697 -0.0602 -2.0308  C6 1.391, C8 1.386, C12 1.502
8 C -1.9008 0.2645 -2.8519  C7 1.386, C9 1.386, H11 1.080
9 C -0.8975 -0.6508 -3.1274  C4 1.390, C8 1.386, H10 1.079
10 H -0.0861 -0.3601 -3.7767  C9 1.079
11 H -1.8467 1.2525 -3.2856  C8 1.080
12 C -4.0311 0.9535 -1.7112  C7 1.502, H13 1.092, H14 1.091, C15 1.539
13 H -4.9914 0.4550 -1.5648  C12 1.092
14 H -4.1275 1.6638 -2.5338  C12 1.091
15 C -3.6759 1.7399 -0.4373  C12 1.539, C16 1.519, H45 1.091, H46 1.091
16 C -2.4081 2.5404 -0.6819  C15 1.519, O17 1.214, N18 1.351
17 O -2.3725 3.4996 -1.4256  C16 1.214
18 N -1.3245 2.0961 -0.0092  C16 1.351, H19 1.008, C20 1.443
19 H -1.3782 1.2558 0.5459  N18 1.008
20 C -0.0065 2.6498 -0.2019  N18 1.443, H21 1.097, C22 1.536, H44 1.092
21 H 0.3413 3.1075 0.7318  C20 1.097
22 C 0.9897 1.5692 -0.6474  C20 1.536, C23 1.502, H42 1.091, H43 1.091
23 C 1.1918 0.5593 0.4463  C22 1.502, C24 1.386, C28 1.389
24 C 0.4248 -0.5928 0.5122  C23 1.386, C25 1.381, H41 1.079
25 C 0.5993 -1.4776 1.5577  C24 1.381, C26 1.392, H40 1.078
26 C 1.5249 -1.2484 2.5712  C25 1.392, C27 1.408, O35 1.364
27 C 2.2990 -0.0733 2.5186  C26 1.408, C28 1.388, O30 1.375
28 C 2.1153 0.8009 1.4557  C23 1.389, C27 1.388, H29 1.079
29 H 2.7035 1.7035 1.4000  C28 1.079
30 O 3.2015 0.1613 3.5289  C27 1.375, C31 1.405
31 C 3.9907 1.3219 3.4770  O30 1.405, H32 1.089, H33 1.095, H34 1.095
32 H 4.6225 1.2812 4.3634  C31 1.089
33 H 4.6242 1.3424 2.5842  C31 1.095
34 H 3.3797 2.2299 3.5127  C31 1.095
35 O 1.5531 -2.2212 3.5264  C26 1.364, C36 1.409
36 C 2.5402 -2.2404 4.5318  O35 1.409, H37 1.092, H38 1.090, H39 1.092
37 H 3.5473 -2.2521 4.1095  C36 1.092
38 H 2.3668 -3.1669 5.0796  C36 1.090
39 H 2.4444 -1.3922 5.2127  C36 1.092
40 H 0.0165 -2.3829 1.6162  C25 1.078
41 H -0.2973 -0.8137 -0.2588  C24 1.079
42 H 1.9356 2.0523 -0.8973  C22 1.091
43 H 0.5972 1.0797 -1.5397  C22 1.091
44 H -0.1034 3.4264 -0.9641  C20 1.092
45 H -4.4829 2.4403 -0.2165  C15 1.091
46 H -3.5520 1.0580 0.4050  C15 1.091
47 H -3.8382 -1.6141 -0.8391  C6 1.081
48 H -2.0562 -3.2523 -1.3266  C5 1.079
49 H 1.7110 -3.5179 -3.5481  C1 1.089
50 H 1.6927 -1.7915 -3.1123  C1 1.095

---

What did we get for energy above the lowest of the compared OMol25 structures with the same formula, charge and spin? Answer: 276.3; 188.4; 228.9 kJ/mol, in the order shown.
What did we get for E_HOMO? Answer: -8.58; -8.31; -8.03 eV, in the order shown.
What did we get for HOMO-LUMO gap? Answer: 8.9756; 8.5626; 8.7254 eV, in the order shown.